The following is a quantum chemistry calculation of a cluster of 2 separate species, C9H14 in total at a distorted geometry, from the Open Molecules 2025 dataset.

Geometry as XYZ:
```
23
Properties=species:S:1:pos:R:3:mulliken_charge:R:1
C 0.908 1.199 0.556 -1.4204
C 1.662 0.030 -0.007 0.8814
C 1.675 -1.179 0.652 -0.4180
C 2.349 -2.262 0.068 -0.4335
C 2.705 -2.256 -1.263 -0.4920
C 2.544 -1.068 -1.967 -0.3701
C 2.061 0.062 -1.352 -0.4638
H 1.380 2.018 1.096 0.3587
H 0.224 0.818 1.337 0.3332
H 0.169 1.634 -0.122 0.3285
H 1.057 -1.350 1.523 0.3019
H 2.454 -3.131 0.699 0.3370
H 3.206 -3.134 -1.644 0.3594
H 2.785 -1.125 -3.018 0.3512
H 2.054 1.007 -1.872 0.3546
C -2.808 1.486 0.386 -0.4182
C -3.992 0.706 0.958 -0.9261
H -1.846 1.080 0.663 -0.1815
H -2.892 1.508 -0.701 0.3209
H -2.851 2.561 0.596 0.3542
H -4.741 0.436 0.211 0.2615
H -3.669 -0.247 1.380 0.3246
H -4.434 1.206 1.821 0.2568
```

SMILES: Cc1ccccc1.CC
total charge: 0
energy relative to the best compared isomer or geometry (same formula, charge and spin): 18.3 kcal per mole
orbital gap: 10.1 eV
DFT total energy: -351.3011 hartree
spin multiplicity: 1

The following is a quantum chemistry calculation of a cluster of 2 separate species, C9H14 in total at a distorted geometry, from the Open Molecules 2025 dataset.

Geometry as XYZ:
```
23
Properties=species:S:1:pos:R:3:mulliken_charge:R:1
C -1.484 2.133 -1.289 -1.1963
C -0.914 1.840 0.074 0.7539
C -0.785 2.900 1.026 -0.5230
C -0.503 2.617 2.349 -0.2104
C -0.074 1.339 2.734 -0.5604
C 0.148 0.378 1.729 -0.4420
C -0.549 0.571 0.528 -0.4402
H -1.403 3.210 -1.633 0.3136
H -2.524 1.849 -1.373 0.2695
H -0.868 1.481 -1.921 0.3336
H -1.028 3.936 0.818 0.2948
H -0.550 3.455 3.022 0.3603
H 0.457 1.310 3.730 0.2658
H 0.689 -0.551 1.770 0.3947
H -0.754 -0.150 -0.300 0.3659
C 1.165 -2.837 -2.041 -0.5841
C 1.355 -3.734 -0.826 -0.8689
H 2.116 -2.586 -2.488 0.2787
H 0.596 -3.357 -2.799 0.2734
H 0.742 -1.883 -1.814 0.0885
H 0.419 -3.940 -0.279 0.2671
H 1.930 -3.254 -0.031 0.2579
H 1.820 -4.727 -0.987 0.3076
```

SMILES: Cc1ccccc1.CC
total charge: 0
energy relative to the best compared isomer or geometry (same formula, charge and spin): 25.7 kcal per mole
orbital gap: 9.9 eV
DFT total energy: -351.2892 hartree
spin multiplicity: 1

The following is a quantum chemistry calculation of a cluster of 2 separate species, C9H14 in total at a distorted geometry, from the Open Molecules 2025 dataset.

Geometry as XYZ:
```
23
Properties=species:S:1:pos:R:3:mulliken_charge:R:1
C -0.743 -3.949 0.997 -1.3956
C -1.209 -2.607 0.661 0.7163
C -0.779 -1.558 1.589 -0.3505
C -0.874 -0.200 1.238 -0.7681
C -1.464 0.078 0.020 -0.2249
C -1.875 -0.893 -0.900 -0.3770
C -1.762 -2.231 -0.559 -0.2616
H -0.599 -4.617 0.174 0.3754
H -1.410 -4.474 1.681 0.2964
H 0.218 -4.018 1.557 0.3327
H -0.302 -1.991 2.452 0.3473
H -0.545 0.519 1.897 0.5033
H -1.676 1.161 -0.115 0.3099
H -2.243 -0.639 -2.071 0.1611
H -1.960 -2.894 -1.377 0.3363
C 2.151 3.139 -1.472 -0.8286
C 2.258 3.968 -0.273 -0.8604
H 1.250 3.465 -2.158 0.2023
H 2.918 3.082 -2.132 0.3990
H 1.967 1.994 -1.345 0.2191
H 3.124 4.444 -0.323 0.3331
H 1.995 3.433 0.682 0.2295
H 1.560 4.789 -0.223 0.3050
```

SMILES: Cc1ccccc1.CC
total charge: 0
energy relative to the best compared isomer or geometry (same formula, charge and spin): 48.7 kcal per mole
orbital gap: 9.7 eV
DFT total energy: -351.2526 hartree
spin multiplicity: 1

The following is a quantum chemistry calculation of a cluster of 2 separate species, C9H14 in total at a distorted geometry, from the Open Molecules 2025 dataset.

Geometry as XYZ:
```
23
Properties=species:S:1:pos:R:3:mulliken_charge:R:1
C 1.488 0.082 -2.891 -1.3961
C 0.199 -0.233 -2.172 1.0516
C -0.157 -1.563 -1.961 -0.6904
C -1.182 -1.817 -1.058 -0.2167
C -1.990 -0.806 -0.536 -0.6033
C -1.667 0.501 -0.880 -0.2931
C -0.604 0.812 -1.740 -0.6214
H 2.344 -0.446 -2.457 0.3230
H 1.807 1.123 -2.916 0.3578
H 1.442 -0.265 -3.930 0.3072
H 0.419 -2.402 -2.324 0.3619
H -1.527 -2.828 -0.867 0.3606
H -2.762 -1.022 0.186 0.4162
H -2.221 1.344 -0.477 0.3558
H -0.187 1.806 -1.790 0.2772
C 0.976 1.193 3.535 -1.0391
C 0.085 0.185 2.831 -0.4944
H 2.028 1.110 3.231 0.2932
H 0.801 2.269 3.505 0.3257
H 1.139 1.045 4.618 0.3058
H -0.870 0.098 3.352 0.2603
H 0.580 -0.778 2.894 0.2666
H -0.139 0.592 1.847 0.0915
```

SMILES: Cc1ccccc1.CC
total charge: 0
energy relative to the best compared isomer or geometry (same formula, charge and spin): 14.7 kcal per mole
orbital gap: 10.0 eV
DFT total energy: -351.3067 hartree
spin multiplicity: 1

The following is a quantum chemistry calculation of a cluster of 2 separate species, C9H14 in total at a distorted geometry, from the Open Molecules 2025 dataset.

Geometry as XYZ:
```
23
Properties=species:S:1:pos:R:3:mulliken_charge:R:1
C -0.668 -0.394 -2.585 -1.5662
C -0.858 -0.184 -1.104 1.1318
C -1.271 1.141 -0.756 -0.3862
C -1.878 1.343 0.483 -0.5670
C -2.010 0.253 1.347 -0.2959
C -1.519 -1.015 1.049 -0.7574
C -1.029 -1.241 -0.228 -0.3659
H -0.861 -1.456 -2.741 0.4107
H 0.334 -0.201 -2.946 0.3125
H -1.430 0.029 -3.237 0.3516
H -0.746 1.873 -1.372 0.3615
H -2.471 2.204 0.737 0.3740
H -2.326 0.526 2.358 0.3209
H -1.834 -1.726 1.797 0.3639
H -0.711 -2.257 -0.470 0.2904
C 2.294 -0.266 1.645 -0.5479
C 2.515 0.548 0.337 -0.7759
H 2.572 0.291 2.521 0.3291
H 1.237 -0.547 1.678 -0.0012
H 2.716 -1.267 1.486 0.2547
H 2.851 0.018 -0.547 0.2935
H 3.423 1.140 0.500 0.3355
H 1.670 1.189 0.047 0.1335
```

SMILES: Cc1ccccc1.CC
total charge: 0
energy relative to the best compared isomer or geometry (same formula, charge and spin): 31.5 kcal per mole
orbital gap: 9.9 eV
DFT total energy: -351.2800 hartree
spin multiplicity: 1

The following is a quantum chemistry calculation of the molecule C9H14BIO2 at a distorted geometry, from the Open Molecules 2025 dataset.

Geometry as XYZ:
```
27
Properties=species:S:1:pos:R:3:mulliken_charge:R:1
C -2.215 1.825 1.719 -1.4789
C -1.279 0.830 1.079 1.0665
C -1.382 -0.487 1.071 -1.0081
C -0.470 -1.493 0.360 0.4809
C -1.123 -1.645 -1.067 -1.4192
C 0.901 -0.896 0.220 -0.2687
C 1.706 -1.676 -0.833 -1.4547
I 1.927 -1.118 2.233 -0.0086
C 0.968 0.881 0.090 -0.2798
B 2.158 1.619 -0.485 0.6993
O 2.114 3.031 -0.614 -0.5864
O 3.269 0.996 -0.845 -0.5510
C -0.150 1.488 0.598 -0.2752
H -1.625 2.162 2.683 0.2935
H -3.261 1.545 1.780 0.3897
H -2.126 2.833 1.100 0.2794
H -2.235 -1.005 1.377 0.4925
H -0.784 -2.351 0.982 0.3431
H -0.520 -2.260 -1.938 0.2557
H -1.317 -0.717 -1.517 0.3958
H -2.089 -2.101 -1.076 0.4589
H 1.592 -2.755 -0.605 0.3571
H 2.760 -1.386 -0.578 0.4431
H 1.482 -1.404 -1.879 0.3432
H 2.746 3.259 -1.267 0.2562
H 4.092 1.453 -1.013 0.2999
H -0.189 2.527 0.513 0.4756
```

SMILES: CC1=C[C@@H](C)[C@](C)(I)C(B(O)O)=C1
total charge: 0
energy relative to the best compared isomer or geometry (same formula, charge and spin): 0.0 kcal per mole
orbital gap: 8.4 eV
DFT total energy: -824.3642 hartree
spin multiplicity: 1

The following is a quantum chemistry calculation of the ion C9H14Br2NS with charge +1 at a distorted geometry, from the Open Molecules 2025 dataset.

Geometry as XYZ:
```
27
Properties=species:S:1:pos:R:3:mulliken_charge:R:1
C -0.669 4.056 -1.466 -1.4061
C -0.462 2.570 -1.083 1.0744
C 0.685 1.998 -1.401 -0.4870
C 1.083 0.593 -1.109 -0.2189
Br 2.955 0.444 -0.081 -0.1448
C 0.202 -0.317 -0.261 -0.5370
N 0.130 -1.675 -0.798 0.0208
C 0.918 -2.900 -0.228 -0.0688
C 0.138 -3.368 0.969 -1.2306
S 1.009 -4.129 -1.531 -0.0756
C -1.499 0.507 -0.204 -0.4937
Br -2.845 -0.707 0.177 -0.0880
C -1.511 1.856 -0.486 -0.2028
H -1.706 4.232 -1.220 0.3794
H -0.430 4.098 -2.525 0.3562
H -0.082 4.827 -0.933 0.3123
H 1.578 2.577 -1.805 0.3440
H 1.268 0.202 -2.147 0.3760
H 0.448 -0.289 0.768 0.6028
H 0.282 -1.830 -1.716 0.3246
H -0.774 -2.139 -0.587 0.2489
H 1.924 -2.562 0.009 0.3090
H 0.349 -4.494 1.332 0.3408
H 0.265 -2.646 1.840 0.3233
H -0.911 -3.361 0.709 0.4665
H -0.187 -4.575 -1.315 0.1639
H -2.509 2.280 -0.405 0.3104
```

SMILES: CC1=C[C@@H](Br)[C@H]([NH2+][C@@H](C)S)C(Br)=C1
total charge: +1
orbital gap: 8.2 eV
DFT total energy: -5951.9403 hartree
spin multiplicity: 1

The following is a quantum chemistry calculation of the molecule C9H14Cl2Si2 at a distorted geometry, from the Open Molecules 2025 dataset.

Geometry as XYZ:
```
27
Properties=species:S:1:pos:R:3:mulliken_charge:R:1
C 3.176 -1.084 0.458 -1.0706
Si 2.466 0.528 -0.270 0.4221
C 2.202 1.794 1.108 -1.0472
C 0.804 0.200 -0.943 0.0862
C 0.404 0.594 -2.204 -0.4083
C -0.896 0.355 -2.638 -0.7155
C -1.784 -0.254 -1.775 -0.4379
C -1.387 -0.551 -0.479 0.6712
Si -2.515 -1.232 0.780 0.7159
C -3.453 0.084 1.691 -0.9895
Cl -1.389 -2.380 2.109 -0.3050
Cl -3.840 -2.394 -0.266 -0.3099
C -0.096 -0.334 -0.075 -0.6814
H 3.590 -0.932 1.451 0.3263
H 2.425 -1.871 0.452 0.3252
H 4.005 -1.445 -0.176 0.3062
H 3.271 1.149 -1.337 -0.2352
H 2.282 2.823 0.775 0.3031
H 1.223 1.704 1.594 0.3081
H 3.030 1.589 1.773 0.3306
H 1.051 1.146 -2.850 0.3878
H -1.235 0.595 -3.626 0.3985
H -2.810 -0.444 -2.024 0.3742
H -3.135 -0.012 2.717 0.3066
H -4.523 -0.126 1.619 0.3118
H -3.167 1.020 1.215 0.3213
H 0.300 -0.520 0.922 0.3054
```

SMILES: C[SiH](C)c1cccc([Si](C)(Cl)Cl)c1
total charge: 0
energy relative to the best compared isomer or geometry (same formula, charge and spin): 0.0 kcal per mole
orbital gap: 10.2 eV
DFT total energy: -1850.8449 hartree
spin multiplicity: 1

The following is a quantum chemistry calculation of a structure of composition C9H14ClI2NOPTl at a distorted geometry, from the Open Molecules 2025 dataset.

Geometry as XYZ:
```
30
Properties=species:S:1:pos:R:3:mulliken_charge:R:1
I -3.226 -1.434 1.933 0.0769
I -0.611 1.702 3.892 0.5792
Tl -0.962 -1.067 0.379 0.7224
P -1.983 2.132 -0.281 0.6348
C -3.376 2.660 0.776 -0.9363
C -1.157 3.706 -0.693 -1.1948
H -2.020 1.316 -2.595 0.3641
H -3.160 2.685 -2.290 0.3894
H -3.579 1.021 -1.750 0.3845
C -2.760 1.738 -1.900 -1.0254
H -0.251 3.526 -1.280 0.4109
H -1.850 4.333 -1.254 0.3909
H -3.869 3.463 0.208 0.3853
H -2.909 3.019 1.709 0.2688
H -0.879 4.196 0.242 0.3620
H -4.014 1.773 0.931 0.3092
C -0.542 -0.728 3.657 0.2604
O 0.099 -1.674 3.841 -0.1021
Cl 0.346 1.066 -0.759 -0.3917
C 4.396 -3.642 -0.492 -0.1128
C 3.182 -4.317 -0.258 -0.6704
C 1.983 -3.565 -0.202 -0.0486
N 1.929 -2.248 -0.388 -0.1611
C 3.093 -1.594 -0.558 -0.0520
C 4.341 -2.254 -0.676 -0.6241
H 5.364 -4.162 -0.502 0.3906
H 3.174 -5.406 -0.169 0.3573
H 1.023 -4.039 0.014 0.3520
H 2.972 -0.516 -0.628 0.3149
H 5.246 -1.690 -0.907 0.3654
```

total charge: +2
energy relative to the best compared isomer or geometry (same formula, charge and spin): 46.7 kcal per mole
orbital gap (alpha / beta): 3.3 / 3.1 eV
DFT total energy: -2050.0253 hartree
spin multiplicity: 1

The following is a quantum chemistry calculation of a structure of composition C9H14EuN2P at a distorted geometry, from the Open Molecules 2025 dataset.

Geometry as XYZ:
```
27
Properties=species:S:1:pos:R:3:lowdin_spin:R:1
C -2.692 2.443 0.171 0.0827
C -1.475 3.156 -0.242 0.0669
C -0.494 2.912 0.720 0.0162
C -1.085 2.043 1.748 0.0716
C -2.477 1.874 1.466 0.0763
Eu -1.203 0.746 -0.119 5.3023
P -1.965 -0.251 -2.009 0.3868
H -3.650 2.486 -0.351 0.0112
H -1.363 3.738 -1.158 0.0217
H 0.538 3.266 0.707 0.0027
H -3.209 1.346 2.079 0.0124
H -0.579 1.722 2.662 0.0110
H -1.000 -0.833 -2.865 0.0332
H -2.690 0.541 -2.934 0.0667
H -2.859 -1.339 -1.847 0.0762
C 2.882 -3.404 -0.449 0.3051
N 2.219 -2.195 0.023 0.0141
C 2.648 -1.365 0.993 0.0904
C 1.723 -0.348 1.126 0.0242
N 0.733 -0.559 0.239 0.0200
C 1.056 -1.686 -0.422 0.0769
H 3.888 -3.151 -0.843 0.0483
H 2.986 -4.124 0.390 0.0622
H 2.290 -3.883 -1.258 0.0569
H 3.561 -1.491 1.560 0.0297
H 1.766 0.482 1.818 0.0044
H 0.453 -2.125 -1.205 0.0300
```

total charge: -1
energy relative to the best compared isomer or geometry (same formula, charge and spin): 175.8 kcal per mole
orbital gap (alpha / beta): 2.3 / 7.1 eV
DFT total energy: -1512.1336 hartree
⟨S²⟩: 15.76
spin multiplicity: 8